Molecular formula: C2H3NO5S2
Method: DFT, ωB97M-V/def2-TZVPD

Values from the calculation:
* molecular weight: 185.2 u
* orbital gap: 7.305 eV

Last column: natural (NBO) charge in e.
Positions of all 13 atoms, in Å:
1 C -0.3917 -0.4965 1.0758  0.364
2 C -0.6735 0.8956 0.5311  -0.219
3 N -0.8183 -0.5037 -1.3430  -0.600
4 O -0.5302 -0.7508 2.2349  -0.479
5 O -1.1146 -2.7319 -0.2618  -0.933
6 O 2.2616 -0.3882 0.0232  -0.853
7 O 2.5260 2.0566 -0.1935  -0.816
8 O -0.5139 0.8342 -0.9894  -0.375
9 S -0.1134 -1.6980 -0.3978  1.379
10 S 2.9842 0.7172 -0.5063  1.673
11 H -1.8167 0.9304 0.7208  0.221
12 H -0.0980 1.7622 0.8407  0.248
13 H -1.7014 -0.6273 -1.7346  0.388

Atomic forces in eV per Å
0.40 1.18 0.75
-2.26 -0.73 -2.53
2.21 1.37 -0.45
0.32 -0.65 -0.74
-0.86 -1.02 0.13
-0.04 -0.26 0.34
0.44 -1.33 -0.26
-0.11 -0.88 2.31
0.19 0.43 0.60
-0.11 1.88 -0.01
1.76 0.65 -0.18
-0.05 -0.28 0.38
-1.88 -0.36 -0.33



Molecular formula: C7H5O5S2
Method: DFT, ωB97M-V/def2-TZVPD

Values from the calculation:
* molecular weight: 233.2 u
* net charge: -1
* orbital gap (spin up / spin down): 7.309 / 7.308 eV

Last column: natural (NBO) charge in e.
Positions of all 19 atoms, in Å:
1 C -2.2287 -0.3632 1.8593  -0.177
2 C -0.8340 -0.3129 2.0767  -0.250
3 C -2.7642 -0.3021 0.5361  -0.262
4 C -0.0249 0.0171 0.9814  -0.124
5 C -1.9044 -0.1563 -0.5347  -0.127
6 C -0.5608 0.0418 -0.3231  -0.312
7 C 0.2081 0.0489 -1.5361  -0.168
8 O 1.4399 1.9758 -0.1787  -0.979
9 O 3.5998 -1.8225 -1.9342  -0.940
10 O 3.1039 -1.0038 0.3338  -0.963
11 O 0.9381 2.1286 -2.5706  -0.945
12 O 2.8262 0.7495 -1.7179  -0.949
13 S 2.7081 -1.0749 -1.0768  1.766
14 S 1.4350 1.3708 -1.4585  2.279
15 H -2.8141 -0.4064 2.8406  0.210
16 H -0.3635 -0.3746 3.0749  0.218
17 H -3.7670 -0.4311 0.2773  0.207
18 H 1.1117 0.1411 0.9822  0.281
19 H -2.1095 -0.2258 -1.6314  0.234

Atomic forces in eV per Å
0.01 0.04 0.92
0.05 0.95 -0.83
1.45 0.15 1.02
1.90 -0.44 -0.30
-0.41 -0.43 -0.82
0.63 -0.33 0.40
1.22 0.15 0.01
0.28 1.50 1.59
0.38 0.51 -0.11
0.24 0.33 -0.88
0.11 0.83 -0.50
-0.44 0.49 -0.39
-1.07 -1.42 1.21
0.29 -1.62 -1.14
0.24 -0.23 -1.90
-0.60 -0.04 -0.61
-1.67 -0.12 0.31
-1.91 -0.30 0.79
-0.71 0.00 1.23



Molecular formula: C5H9NO
Method: DFT, ωB97M-V/def2-TZVPD

Values from the calculation:
* molecular weight: 99.1 u
* orbital gap (spin up / spin down): 7.265 / 7.036 eV

Last column: natural (NBO) charge in e.
Positions of all 16 atoms, in Å:
1 C -2.0530 -1.2277 0.6386  -0.355
2 C 0.7657 -1.3351 -0.5866  -0.451
3 C 1.9158 0.8289 -0.1917  -0.640
4 N -1.7179 0.0405 0.3885  -0.440
5 C -0.5462 0.6172 0.1079  0.356
6 C 0.6664 -0.0232 -0.2482  -0.098
7 O -0.6322 1.9998 0.2624  -0.697
8 H 0.1387 2.4085 -0.1490  0.488
9 H -2.3973 0.7406 0.6822  0.421
10 H -1.5360 -2.0851 0.2654  0.197
11 H -3.0004 -1.4007 1.1156  0.183
12 H -0.0613 -1.9381 -0.9075  0.192
13 H 1.7321 -1.7484 -0.8239  0.191
14 H 1.9735 1.3914 0.7400  0.216
15 H 2.7966 0.1973 -0.2680  0.230
16 H 1.9555 1.5341 -1.0257  0.207

Atomic forces in eV per Å
-0.76 -0.88 -0.10
0.04 0.19 -0.40
-0.14 -0.09 0.10
0.62 0.46 0.63
0.04 0.47 -0.50
-0.10 -0.14 0.18
0.20 -0.18 -0.09
-0.22 -0.06 0.01
0.11 -0.22 -0.08
0.33 0.22 -0.05
-0.17 0.22 -0.02
-0.25 -0.08 0.24
0.22 0.00 0.08
0.06 0.06 0.04
0.03 -0.01 0.00
-0.01 0.05 -0.03



Molecular formula: C4H8O3
Method: DFT, ωB97M-V/def2-TZVPD

Values from the calculation:
* molecular weight: 104.1 u
* SMILES: C=C[C@@H](O)C=O.O
* orbital gap: 10.721 eV

Last column: natural (NBO) charge in e.
Positions of all 15 atoms, in Å:
1 C -1.2470 1.5336 -0.8866  -0.394
2 C -0.8142 0.3986 -0.3503  -0.198
3 C 0.0417 0.3060 0.8894  -0.054
4 O 0.1746 -1.0285 1.3234  -0.722
5 C 1.4295 0.8775 0.6282  0.436
6 O 2.4225 0.2742 0.9591  -0.525
7 H -1.8246 1.5247 -1.8061  0.211
8 H -1.0459 2.5089 -0.4473  0.190
9 H -1.0004 -0.5533 -0.8362  0.232
10 H -0.3980 0.9255 1.6910  0.201
11 H 1.1157 -1.1269 1.5640  0.497
12 H 1.4722 1.8676 0.1384  0.132
13 O 0.1904 -2.4727 -1.2128  -0.954
14 H -0.6907 -2.8277 -1.3769  0.463
15 H 0.1743 -2.2075 -0.2775  0.485

Atomic forces in eV per Å
0.03 -0.10 0.06
-0.04 0.19 -0.12
-0.01 0.11 -0.06
0.13 0.01 0.06
0.34 -0.17 0.17
-0.45 0.29 -0.19
0.09 0.01 0.14
-0.05 -0.14 0.01
-0.01 0.19 0.03
0.07 -0.05 -0.12
-0.15 -0.04 0.00
0.02 -0.10 0.05
-0.15 -0.10 0.12
0.15 -0.08 -0.01
0.03 -0.05 -0.13



Molecular formula: C4H6N2O
Method: DFT, ωB97M-V/def2-TZVPD

Values from the calculation:
* molecular weight: 98.1 u
* SMILES: Cc1coc(N)n1
* orbital gap: 9.119 eV

Last column: natural (NBO) charge in e.
Positions of all 13 atoms, in Å:
1 C -2.1781 -0.4274 -0.0120  -0.636
2 C -0.7691 0.0612 -0.0594  0.104
3 C -0.2651 1.3259 -0.0422  -0.016
4 O 1.1266 1.2143 -0.0614  -0.436
5 C 1.3478 -0.1015 -0.0535  0.656
6 N 2.6492 -0.4948 -0.0910  -0.807
7 N 0.2793 -0.8422 -0.1056  -0.543
8 H -2.3518 -1.1215 0.8312  0.227
9 H -2.3615 -1.0306 -0.8870  0.226
10 H -2.9115 0.3906 -0.0069  0.219
11 H -0.6221 2.3336 0.0082  0.210
12 H 2.7396 -1.4537 0.2127  0.400
13 H 3.3167 0.1460 0.2669  0.396

Atomic forces in eV per Å
-0.13 -0.03 0.20
-0.05 0.99 0.16
0.09 -0.81 -0.01
-0.31 0.11 0.24
-0.65 0.10 -0.55
-0.45 -1.03 -0.20
0.75 -0.04 0.41
0.17 0.57 -0.16
-0.12 -0.17 -0.47
0.28 -0.24 0.16
-0.28 0.02 -0.03
0.30 0.13 -0.06
0.42 0.40 0.30



Molecular formula: C10H16Cl2ILuNOP
Method: DFT, ωB97M-V/def2-TZVPD

Values from the calculation:
* molecular weight: 570.0 u
* net charge: +2
* orbital gap: 7.693 eV

Last column: natural (NBO) charge in e.
Positions of all 33 atoms, in Å:
1 C 1.6181 -0.8915 -0.2025  -0.769
2 I 1.8945 1.9949 -0.1268  0.018
3 H 0.7417 -0.1854 -0.4440  0.179
4 H 1.2399 -1.6271 0.5745  0.268
5 H 1.9426 -1.3776 -1.1465  0.298
6 Lu -1.6439 0.4932 0.4984  2.024
7 P -0.6759 0.4899 -2.3819  0.709
8 C 0.9147 0.8315 -3.2384  -0.917
9 C -1.0920 -0.9190 -3.4819  -0.918
10 H -2.6871 1.8089 -2.8298  0.244
11 H -1.6005 1.7353 -4.2637  0.266
12 H -1.2076 2.8169 -2.8890  0.251
13 C -1.6452 1.8529 -3.1731  -0.922
14 H -2.0059 -1.4147 -3.1486  0.258
15 H -1.2277 -0.5287 -4.4972  0.260
16 H 0.7177 0.8105 -4.3207  0.265
17 H 1.6524 0.0509 -3.0364  0.240
18 H -0.2715 -1.6467 -3.4820  0.254
19 H 1.3458 1.8015 -2.9632  0.255
20 C 2.7050 -0.0242 0.3529  0.535
21 O 3.7753 -0.2217 0.8849  -0.389
22 Cl -3.3870 -0.9991 -0.1323  -0.546
23 Cl 2.1489 1.0996 5.0802  0.116
24 C 0.7868 0.2996 4.3611  -0.051
25 C 0.1639 -0.7405 5.0526  -0.095
26 C -0.8658 -1.4205 4.3903  -0.209
27 C -1.2717 -1.0606 3.1088  0.036
28 N -0.7227 0.0500 2.5203  -0.716
29 C 0.4060 0.6176 3.0690  0.012
30 H 0.5270 -1.0331 6.0527  0.284
31 H -1.3238 -2.2799 4.8586  0.270
32 H -1.9802 -1.6458 2.5000  0.244
33 H 1.0283 1.2635 2.4540  0.246

Atomic forces in eV per Å
-1.72 -0.68 0.58
0.40 1.21 0.70
1.46 -1.53 0.11
0.88 0.40 -0.97
-0.13 0.02 0.71
0.37 -0.18 -1.28
-0.29 0.52 -1.66
0.57 0.30 0.40
-0.47 -0.44 0.61
0.13 0.13 -0.28
-0.05 0.06 0.32
-0.14 -0.12 -0.08
-0.18 -0.17 0.61
0.05 -0.05 -0.19
0.04 -0.09 0.26
-0.12 0.04 0.38
-0.03 0.10 0.03
-0.20 0.13 0.04
-0.17 -0.32 -0.21
3.23 -0.37 1.38
-4.07 0.68 -1.91
0.67 0.55 0.42
-0.51 -0.25 -0.41
0.90 -0.01 0.28
-0.45 -0.01 -0.31
0.08 -0.39 -0.02
0.50 0.97 0.49
1.22 -0.98 -0.55
-1.08 -0.38 0.32
-0.38 0.17 -0.63
-0.01 -0.05 0.00
0.04 0.42 0.64
-0.53 0.29 0.23



Molecular formula: C31H52AuFN2Si5
Method: DFT, ωB97M-V/def2-TZVPD

Values from the calculation:
* molecular weight: 809.2 u
* orbital gap (spin up / spin down): 5.524 / 5.526 eV

Last column: Mulliken charge in e.
Positions of all 92 atoms, in Å:
1 Au 0.2279 0.2933 -0.4384  1.844
2 C 0.3392 -3.0315 -0.1267  -0.509
3 Si -1.3343 -2.6606 -0.9589  0.222
4 C -2.5424 -3.9703 -0.2457  -1.384
5 C -1.0949 -3.1581 -2.7958  -1.072
6 N -1.6805 -0.9798 -0.7585  -0.357
7 C -2.8719 -0.3450 -0.7843  0.717
8 C -4.1167 -0.9996 -0.6569  -0.254
9 C -5.3215 -0.3342 -0.7026  -0.997
10 C -5.3787 1.0440 -0.8344  -0.646
11 C -4.1858 1.7369 -0.9420  -0.639
12 C -2.9911 1.0517 -0.9376  -0.491
13 F -1.8675 1.8159 -1.1080  -0.097
14 H 0.6044 -4.0705 -0.2977  0.584
15 H 0.3202 -2.8740 0.9439  -0.113
16 H 1.1301 -2.4137 -0.5361  -0.028
17 H -2.0211 -4.9116 -0.0995  0.440
18 H -3.3789 -4.1683 -0.9073  0.405
19 H -2.9394 -3.6712 0.7176  0.365
20 H -1.0253 -4.2379 -2.8898  0.464
21 H -0.1786 -2.7357 -3.1899  0.055
22 H -1.9102 -2.8394 -3.4340  0.369
23 H -4.1211 -2.0675 -0.5323  0.294
24 H -6.2381 -0.9026 -0.6330  0.443
25 H -6.3262 1.5590 -0.8542  0.411
26 H -4.1646 2.8124 -1.0438  0.465
27 C -2.0487 -1.5365 2.4650  -0.760
28 Si -1.3793 0.1685 2.9873  -0.433
29 C -0.8493 -0.0409 4.8247  -1.105
30 C -2.9643 1.2368 3.0149  -1.034
31 C 0.1222 0.8986 2.0524  0.470
32 Si 0.1438 2.8159 2.0105  0.460
33 C 1.7435 3.5740 1.2860  -1.165
34 C 0.0158 3.4811 3.8121  -1.173
35 C -1.2836 3.6815 1.0890  -1.065
36 Si 1.7743 0.1313 2.5624  -0.507
37 C 2.6283 0.9579 4.0756  -1.274
38 C 1.8587 -1.7427 2.9345  -1.431
39 C 3.0172 0.4202 1.1440  0.160
40 C 4.3898 0.3180 1.3501  -0.541
41 C 5.2766 0.6364 0.3387  -0.662
42 C 4.7616 1.0497 -0.8809  -0.976
43 C 3.3867 1.0877 -1.0232  -0.418
44 N 2.5470 0.7834 -0.0460  1.108
45 H -2.6636 -1.9493 3.2610  0.648
46 H -1.2802 -2.2601 2.2351  0.282
47 H -2.6790 -1.4433 1.5898  0.000
48 H -1.6895 -0.3900 5.4157  0.430
49 H -0.5088 0.8918 5.2582  0.302
50 H -0.0501 -0.7646 4.9310  0.292
51 H -3.6926 0.7889 3.6839  0.436
52 H -3.4227 1.2875 2.0342  0.177
53 H -2.7966 2.2502 3.3589  0.280
54 H 2.6417 3.1835 1.7511  0.258
55 H 1.7435 4.6509 1.4297  0.512
56 H 1.8205 3.3869 0.2210  0.158
57 H 0.6732 2.9653 4.5012  0.279
58 H -0.9954 3.3797 4.1906  0.321
59 H 0.2706 4.5367 3.8441  0.413
60 H -1.0485 3.8484 0.0451  0.330
61 H -1.4920 4.6458 1.5431  0.508
62 H -2.1948 3.1026 1.1269  0.090
63 H 2.0372 0.8241 4.9756  0.366
64 H 2.7719 2.0230 3.9310  0.345
65 H 3.6039 0.5205 4.2698  0.451
66 H 0.9281 -2.1058 3.3518  0.305
67 H 2.6425 -1.9643 3.6535  0.503
68 H 2.0674 -2.3214 2.0419  0.386
69 H 4.7552 -0.0009 2.3133  0.416
70 H 6.3442 0.5712 0.4948  0.438
71 H 5.4068 1.3228 -1.7014  0.489
72 H 2.9455 1.3716 -1.9660  0.039
73 C 0.8730 2.2466 -3.5693  -1.354
74 Si 0.3158 0.5036 -2.9484  0.681
75 C -1.3984 0.3024 -3.7825  -1.254
76 C 1.4724 -0.8166 -3.7299  0.329
77 C 2.4278 -1.5010 -2.9849  0.665
78 C 3.2097 -2.4921 -3.5501  -0.984
79 C 3.0516 -2.8230 -4.8848  -0.443
80 C 2.1093 -2.1551 -5.6468  -0.819
81 C 1.3378 -1.1589 -5.0739  -0.315
82 H 0.7831 2.2971 -4.6514  0.357
83 H 1.8950 2.5100 -3.3189  0.480
84 H 0.2264 3.0109 -3.1511  0.367
85 H -1.3239 0.3238 -4.8664  0.590
86 H -2.0636 1.1067 -3.4909  0.319
87 H -1.8675 -0.6292 -3.4952  0.105
88 H 2.5510 -1.2517 -1.9403  0.135
89 H 3.9474 -3.0127 -2.9556  0.440
90 H 3.6534 -3.6067 -5.3215  0.390
91 H 1.9836 -2.4150 -6.6897  0.405
92 H 0.6059 -0.6542 -5.6856  0.309

Atomic forces in eV per Å
-0.10 -0.41 0.73
-0.68 0.25 -0.24
0.92 -1.44 -0.37
0.13 0.82 -0.09
-0.18 0.30 0.74
2.23 0.89 0.21
-0.72 1.14 -0.11
0.42 -0.14 -0.11
-0.24 0.19 0.00
0.00 -0.11 0.04
0.06 -0.01 -0.04
-0.17 -0.02 0.07
-0.06 -0.17 -0.06
0.04 -0.23 -0.13
-0.11 0.05 0.21
0.26 0.15 -0.16
0.28 -0.09 -0.07
-0.18 0.01 -0.19
-0.10 0.05 0.24
0.03 -0.25 0.12
0.20 0.11 -0.11
-0.27 0.10 -0.14
0.02 -0.21 0.02
-0.03 -0.07 0.06
-0.04 0.08 0.00
0.05 0.07 -0.03
0.28 0.51 0.04
0.26 0.13 0.43
-0.34 0.11 -0.68
0.67 -0.17 -0.10
0.16 -0.51 -1.01
-0.02 -0.20 0.59
-0.46 -0.37 0.19
0.11 -0.23 -0.66
0.45 -0.40 0.21
-0.83 0.38 0.66
-0.24 -0.26 -0.63
-0.09 0.54 -0.28
-0.15 -0.19 0.79
0.12 0.11 -0.14
-0.10 0.00 -0.06
-0.10 -0.03 0.19
0.42 0.27 -0.76
-1.65 -0.36 -0.73
-0.07 0.03 0.25
0.30 -0.23 -0.02
-0.14 0.08 -0.18
-0.22 -0.12 0.15
0.09 0.29 0.05
0.23 -0.22 0.03
-0.07 -0.23 0.18
-0.11 0.01 -0.33
0.07 0.26 0.06
0.25 -0.11 0.15
-0.11 0.20 0.08
-0.01 -0.04 -0.29
0.19 -0.16 0.12
-0.25 -0.05 0.07
0.03 0.25 -0.05
0.09 0.03 -0.26
0.09 0.20 0.17
-0.29 -0.18 0.02
-0.21 -0.06 0.13
0.00 0.25 -0.06
0.20 -0.15 0.00
-0.27 -0.10 0.10
0.17 0.11 0.15
0.02 -0.09 -0.20
0.01 -0.01 0.13
0.05 -0.01 0.01
-0.04 0.02 -0.09
0.02 0.01 -0.06
0.00 -0.55 0.92
-0.53 -0.22 -1.01
0.56 -0.01 0.63
-0.23 0.42 0.57
-0.04 0.12 0.12
0.19 -0.10 0.03
0.01 -0.09 0.06
0.07 0.00 -0.14
-0.17 0.11 -0.07
-0.10 -0.28 -0.17
0.17 0.06 0.03
-0.17 0.16 0.11
0.24 0.03 -0.17
-0.08 0.20 0.08
-0.08 -0.19 0.05
0.05 -0.10 0.13
0.02 -0.02 0.09
0.04 -0.04 -0.05
-0.06 0.04 -0.02
-0.13 0.07 -0.11



Question: molecular weight of number 2 (C7H5O5S2)?
Answer: 233.2 u



What did the third record say?
Molecular formula: C5H9NO
Method: DFT, ωB97M-V/def2-TZVPD

Values from the calculation:
* molecular weight: 99.1 u
* orbital gap (spin up / spin down): 7.265 / 7.036 eV

Last column: natural (NBO) charge in e.
Positions of all 16 atoms, in Å:
1 C -2.0530 -1.2277 0.6386  -0.355
2 C 0.7657 -1.3351 -0.5866  -0.451
3 C 1.9158 0.8289 -0.1917  -0.640
4 N -1.7179 0.0405 0.3885  -0.440
5 C -0.5462 0.6172 0.1079  0.356
6 C 0.6664 -0.0232 -0.2482  -0.098
7 O -0.6322 1.9998 0.2624  -0.697
8 H 0.1387 2.4085 -0.1490  0.488
9 H -2.3973 0.7406 0.6822  0.421
10 H -1.5360 -2.0851 0.2654  0.197
11 H -3.0004 -1.4007 1.1156  0.183
12 H -0.0613 -1.9381 -0.9075  0.192
13 H 1.7321 -1.7484 -0.8239  0.191
14 H 1.9735 1.3914 0.7400  0.216
15 H 2.7966 0.1973 -0.2680  0.230
16 H 1.9555 1.5341 -1.0257  0.207

Atomic forces in eV per Å
-0.76 -0.88 -0.10
0.04 0.19 -0.40
-0.14 -0.09 0.10
0.62 0.46 0.63
0.04 0.47 -0.50
-0.10 -0.14 0.18
0.20 -0.18 -0.09
-0.22 -0.06 0.01
0.11 -0.22 -0.08
0.33 0.22 -0.05
-0.17 0.22 -0.02
-0.25 -0.08 0.24
0.22 0.00 0.08
0.06 0.06 0.04
0.03 -0.01 0.00
-0.01 0.05 -0.03



Question: What is the formula in the sixth record?
Answer: C10H16Cl2ILuNOP



Please write out number 6 again, unchanged.
Molecular formula: C10H16Cl2ILuNOP
Method: DFT, ωB97M-V/def2-TZVPD

Values from the calculation:
* molecular weight: 570.0 u
* net charge: +2
* orbital gap: 7.693 eV

Last column: natural (NBO) charge in e.
Positions of all 33 atoms, in Å:
1 C 1.6181 -0.8915 -0.2025  -0.769
2 I 1.8945 1.9949 -0.1268  0.018
3 H 0.7417 -0.1854 -0.4440  0.179
4 H 1.2399 -1.6271 0.5745  0.268
5 H 1.9426 -1.3776 -1.1465  0.298
6 Lu -1.6439 0.4932 0.4984  2.024
7 P -0.6759 0.4899 -2.3819  0.709
8 C 0.9147 0.8315 -3.2384  -0.917
9 C -1.0920 -0.9190 -3.4819  -0.918
10 H -2.6871 1.8089 -2.8298  0.244
11 H -1.6005 1.7353 -4.2637  0.266
12 H -1.2076 2.8169 -2.8890  0.251
13 C -1.6452 1.8529 -3.1731  -0.922
14 H -2.0059 -1.4147 -3.1486  0.258
15 H -1.2277 -0.5287 -4.4972  0.260
16 H 0.7177 0.8105 -4.3207  0.265
17 H 1.6524 0.0509 -3.0364  0.240
18 H -0.2715 -1.6467 -3.4820  0.254
19 H 1.3458 1.8015 -2.9632  0.255
20 C 2.7050 -0.0242 0.3529  0.535
21 O 3.7753 -0.2217 0.8849  -0.389
22 Cl -3.3870 -0.9991 -0.1323  -0.546
23 Cl 2.1489 1.0996 5.0802  0.116
24 C 0.7868 0.2996 4.3611  -0.051
25 C 0.1639 -0.7405 5.0526  -0.095
26 C -0.8658 -1.4205 4.3903  -0.209
27 C -1.2717 -1.0606 3.1088  0.036
28 N -0.7227 0.0500 2.5203  -0.716
29 C 0.4060 0.6176 3.0690  0.012
30 H 0.5270 -1.0331 6.0527  0.284
31 H -1.3238 -2.2799 4.8586  0.270
32 H -1.9802 -1.6458 2.5000  0.244
33 H 1.0283 1.2635 2.4540  0.246

Atomic forces in eV per Å
-1.72 -0.68 0.58
0.40 1.21 0.70
1.46 -1.53 0.11
0.88 0.40 -0.97
-0.13 0.02 0.71
0.37 -0.18 -1.28
-0.29 0.52 -1.66
0.57 0.30 0.40
-0.47 -0.44 0.61
0.13 0.13 -0.28
-0.05 0.06 0.32
-0.14 -0.12 -0.08
-0.18 -0.17 0.61
0.05 -0.05 -0.19
0.04 -0.09 0.26
-0.12 0.04 0.38
-0.03 0.10 0.03
-0.20 0.13 0.04
-0.17 -0.32 -0.21
3.23 -0.37 1.38
-4.07 0.68 -1.91
0.67 0.55 0.42
-0.51 -0.25 -0.41
0.90 -0.01 0.28
-0.45 -0.01 -0.31
0.08 -0.39 -0.02
0.50 0.97 0.49
1.22 -0.98 -0.55
-1.08 -0.38 0.32
-0.38 0.17 -0.63
-0.01 -0.05 0.00
0.04 0.42 0.64
-0.53 0.29 0.23